[1]
DFT (ωB97M-V/def2-TZVPD) results for a molecular structure, C26H38Cl3FNO3S4SbSiV.

Geometry as ORCA input:
```
! RIJCOSX wB97M-V def2-TZVPD def2/J DEFGRID3
* xyz 0 2
V 0.020 -2.811 -0.249
C 1.481 1.947 5.361
C 2.327 0.685 5.457
C 3.791 1.044 5.659
C 4.649 -0.206 5.734
C 4.465 -1.020 4.484
C 5.478 -1.809 3.991
C 5.286 -2.568 2.839
F 6.306 -3.320 2.401
C 4.103 -2.564 2.163
C 3.061 -1.762 2.646
C 1.788 -1.779 1.945
O 1.666 -2.497 0.916
C 0.759 -0.977 2.494
C 1.016 -0.220 3.605
N 2.183 -0.177 4.247
C 3.237 -0.979 3.796
C -0.618 -0.878 1.903
O -1.482 -0.250 2.473
O -0.790 -1.473 0.744
H 1.761 2.608 6.181
H 0.413 1.762 5.450
H 1.673 2.468 4.421
H 1.993 0.086 6.310
H 3.872 1.625 6.578
H 4.122 1.684 4.836
H 4.352 -0.799 6.605
H 5.701 0.043 5.865
H 6.436 -1.851 4.494
H 3.951 -3.159 1.273
H 0.209 0.389 3.985
S -0.235 -4.682 1.107
S -1.124 -6.063 -0.112
S -2.659 -4.973 -0.905
S -1.612 -3.393 -1.740
Cl 1.175 -2.255 -4.157
Si 1.492 -2.253 -2.139
Cl 1.838 -4.261 -1.558
Cl 3.242 -1.214 -1.843
C -2.880 1.568 -4.991
C -1.820 0.555 -4.568
C -0.472 1.008 -5.129
C -2.147 -0.822 -5.154
Sb -1.596 0.237 -2.387
C -0.674 2.119 -1.698
C 0.833 1.926 -1.872
C -0.961 2.236 -0.200
C -1.118 3.395 -2.405
C -3.678 0.387 -1.659
C -3.675 -0.110 -0.215
C -4.521 -0.593 -2.477
C -4.294 1.779 -1.721
H -2.838 1.694 -6.080
H -2.718 2.547 -4.539
H -3.889 1.243 -4.744
H -0.525 1.016 -6.225
H 0.338 0.338 -4.844
H -0.209 2.017 -4.810
H -2.197 -0.751 -6.247
H -3.105 -1.207 -4.803
H -1.382 -1.557 -4.900
H 1.190 1.060 -1.308
H 1.364 2.809 -1.493
H 1.123 1.788 -2.914
H -0.745 1.305 0.331
H -1.999 2.499 0.003
H -0.329 3.022 0.233
H -0.847 3.395 -3.461
H -0.622 4.258 -1.941
H -2.193 3.556 -2.335
H -3.259 -1.114 -0.133
H -4.707 -0.141 0.157
H -3.105 0.533 0.454
H -4.090 -1.597 -2.471
H -4.648 -0.280 -3.512
H -5.520 -0.661 -2.031
H -3.749 2.496 -1.108
H -5.317 1.730 -1.326
H -4.349 2.170 -2.736
*
```

Output
lowest unoccupied orbital energy (alpha / beta): -1.5112 / -1.0309 eV
frontier orbital gap (alpha / beta): 5.86 / 6.39 eV
DFT total energy: -5841.1994 Ha
strongest force on any atom: 0.01359 Eh/bohr

=====

[2]
DFT (ωB97M-V/def2-TZVPD) results for a gas-phase ion, C5H8N (charge +1).

Geometry as ORCA input:
```
! RIJCOSX wB97M-V def2-TZVPD def2/J DEFGRID3
* xyz 1 1
C 1.390 0.887 -0.060
C -0.393 -0.323 0.856
C 0.417 0.415 1.910
C 0.264 -0.014 -0.375
C -0.142 -0.408 -1.718
N 1.532 1.117 1.179
H 1.949 1.517 -0.772
H -0.532 -1.463 0.941
H -1.474 -0.050 0.783
H -0.171 1.328 1.954
H 0.756 -0.091 2.815
H -1.147 0.077 -1.897
H -0.620 -1.494 -1.830
H 0.466 -0.040 -2.588
*
```

Output
lowest unoccupied orbital energy: -6.9168 eV
frontier orbital gap: 9.01 eV
DFT total energy: -249.7139 Ha
strongest force on any atom: 0.04978 Eh/bohr

=====

[3]
DFT (ωB97M-V/def2-TZVPD) results for a molecular structure, C17H23F5NO3P2Sr.

Geometry as ORCA input:
```
! RIJCOSX wB97M-V def2-TZVPD def2/J DEFGRID3
* xyz 1 1
Sr 0.148 0.985 0.117
P 2.540 -1.152 0.241
C 2.375 -1.510 -1.503
C 1.076 -1.529 -2.163
N -0.115 -0.917 -1.800
C -1.277 -1.356 -2.357
C -1.281 -2.350 -3.352
C -0.058 -2.843 -3.837
C 1.116 -2.354 -3.307
C -2.651 -0.841 -1.881
P -2.636 0.796 -1.035
H 2.108 -2.699 -3.581
H -2.239 -2.712 -3.763
H -0.007 -3.617 -4.600
H -3.346 -0.769 -2.738
H -3.090 -1.553 -1.155
H 2.466 0.995 -2.077
H 3.157 -0.994 -2.183
H 0.733 3.666 -0.744
O 2.127 1.803 -1.716
H 2.112 2.405 -2.465
H -0.248 2.204 1.898
O -0.196 3.764 -0.981
H -0.463 4.447 -0.342
C -2.872 1.890 -2.482
H -3.824 1.659 -2.981
H -2.871 2.936 -2.141
H -2.042 1.763 -3.191
C -4.317 0.825 -0.318
H -4.363 1.656 0.401
H -5.084 0.972 -1.093
H -4.504 -0.113 0.224
C 2.417 -2.968 0.478
H 3.404 -3.372 0.208
H 2.118 -3.143 1.512
H 1.667 -3.338 -0.242
C 4.355 -0.818 0.369
H 4.558 -0.560 1.421
H 4.906 -1.730 0.096
H 4.677 0.026 -0.262
F -0.215 -0.471 6.774
C -0.165 0.220 5.613
C 0.058 1.617 5.663
F 0.275 2.252 6.832
C 0.090 2.309 4.477
F 0.457 3.608 4.391
C 0.106 1.510 3.318
O 0.714 2.059 2.137
C -0.374 0.193 3.251
F -0.532 -0.522 2.054
C -0.391 -0.499 4.418
F -0.599 -1.828 4.400
*
```

Output
lowest unoccupied orbital energy: -3.9267 eV
frontier orbital gap: 4.43 eV
DFT total energy: -2154.4895 Ha
strongest force on any atom: 0.08207 Eh/bohr

=====

[4]
DFT (ωB97M-V/def2-TZVPD) results for a single C5H10O molecule.

Geometry as ORCA input:
```
! RIJCOSX wB97M-V def2-TZVPD def2/J DEFGRID3
* xyz 0 1
C 2.011 -0.088 -0.272
C 0.871 0.538 0.527
C -0.500 0.234 -0.059
C -0.935 -1.228 0.045
C -2.558 1.499 0.166
O -1.456 1.059 0.685
H 1.957 -1.183 -0.281
H 2.002 0.254 -1.314
H 2.977 0.189 0.160
H 0.899 0.196 1.569
H 0.992 1.627 0.548
H -0.543 0.578 -1.101
H -0.072 -1.890 0.153
H -1.493 -1.545 -0.841
H -1.579 -1.369 0.918
H -2.573 1.128 -0.903
*
```

Output
lowest unoccupied orbital energy: 0.8733 eV
frontier orbital gap: 9.30 eV
DFT total energy: -271.6340 Ha
strongest force on any atom: 0.00875 Eh/bohr

=====

[5]
DFT (ωB97M-V/def2-TZVPD) results for a molecular structure, C48H75As3BrCrN2O4SSiTe.

Geometry as ORCA input:
```
! RIJCOSX wB97M-V def2-TZVPD def2/J DEFGRID3
* xyz 0 4
Cr 0.178 0.036 0.729
Br 4.124 -4.881 -3.136
C 2.980 -3.498 -2.502
C 2.858 -2.316 -3.238
C 2.035 -1.316 -2.779
C 1.332 -1.435 -1.566
O 0.560 -0.464 -1.173
C 1.476 -2.646 -0.828
C 0.685 -2.881 0.328
N 0.075 -1.966 1.016
C -0.989 -2.361 1.845
C -1.176 -3.573 2.468
C -2.404 -3.858 3.086
C -3.449 -2.975 3.034
C -3.277 -1.708 2.433
C -4.286 -0.734 2.317
C -3.980 0.473 1.748
C -2.679 0.730 1.317
N -1.715 -0.172 1.359
C -2.012 -1.385 1.901
C 2.296 -3.672 -1.331
H 3.416 -2.188 -4.155
H 1.925 -0.397 -3.339
H 0.493 -3.924 0.573
H -0.382 -4.308 2.496
H -2.533 -4.811 3.581
H -4.410 -3.220 3.468
H -5.283 -0.943 2.685
H -4.735 1.234 1.631
H -2.398 1.703 0.937
H 2.411 -4.588 -0.765
C -4.364 0.031 -2.919
As -2.463 -0.145 -2.382
C -2.166 -1.802 -3.403
C -1.714 1.073 -3.746
C -1.331 2.500 -3.324
C -2.507 3.153 -2.582
C -0.044 2.602 -2.471
As 0.163 2.301 -0.500
C -0.620 3.949 0.220
C 1.972 3.043 -0.546
C -1.101 3.331 -4.604
As 0.082 2.857 -6.138
C -0.944 1.381 -6.952
C 1.516 1.742 -5.375
H -4.784 0.968 -2.551
H -4.934 -0.789 -2.476
H -4.485 -0.009 -4.002
H -2.512 -1.690 -4.431
H -2.725 -2.612 -2.931
H -1.110 -2.070 -3.405
H -2.465 1.141 -4.538
H -0.839 0.571 -4.164
H -2.733 2.591 -1.671
H -3.400 3.164 -3.210
H -2.265 4.182 -2.308
H 0.323 3.628 -2.565
H 0.721 1.952 -2.899
H -0.336 4.793 -0.408
H -0.203 4.077 1.218
H -1.705 3.913 0.298
H 1.944 4.057 -0.948
H 2.623 2.426 -1.162
H 2.375 3.064 0.464
H -0.775 4.334 -4.311
H -2.068 3.470 -5.099
H -1.989 1.673 -7.065
H -0.891 0.459 -6.375
H -0.543 1.189 -7.947
H 2.119 2.312 -4.669
H 2.160 1.434 -6.199
H 1.129 0.846 -4.892
C -2.993 -0.192 6.298
C -1.473 -0.091 6.402
C -1.104 0.894 7.511
C -0.874 -1.464 6.682
O -0.901 0.330 5.152
Si -0.880 1.786 4.413
S 0.306 1.430 2.697
O -2.439 2.276 4.250
C -3.125 3.528 4.384
C -2.966 4.119 5.788
C -2.587 4.494 3.334
C -4.612 3.246 4.158
O -0.169 2.983 5.255
C 1.149 3.458 5.543
C 0.997 4.442 6.701
C 1.715 4.166 4.315
C 2.040 2.292 5.956
H -3.420 -0.440 7.271
H -3.265 -0.966 5.587
H -3.403 0.756 5.954
H -1.554 0.581 8.454
H -1.466 1.892 7.258
H -0.021 0.941 7.632
H -1.291 -1.880 7.601
H 0.209 -1.384 6.781
H -1.095 -2.137 5.851
H -1.917 4.259 6.023
H -3.407 3.448 6.528
H -3.478 5.080 5.844
H -1.520 4.649 3.504
H -3.104 5.454 3.370
H -2.718 4.067 2.338
H -4.893 2.328 4.675
H -4.846 3.138 3.099
H -5.212 4.065 4.555
H 0.395 5.301 6.400
H 1.977 4.797 7.023
H 0.511 3.946 7.542
H 1.030 4.956 3.998
H 1.831 3.454 3.499
H 2.683 4.615 4.545
H 1.693 1.864 6.898
H 3.071 2.625 6.082
H 2.000 1.522 5.186
C 7.942 -2.035 4.176
C 6.688 -1.684 3.423
C 6.645 -1.770 2.037
C 5.530 -1.371 1.307
C 5.573 -1.500 -0.194
C 4.420 -0.850 1.987
Te 2.859 0.038 0.802
C 4.423 -0.813 3.383
C 3.254 -0.287 4.170
C 5.553 -1.232 4.079
H 8.672 -2.502 3.516
H 7.736 -2.714 5.005
H 8.395 -1.132 4.593
H 7.511 -2.148 1.503
H 6.450 -2.067 -0.503
H 5.605 -0.513 -0.660
H 4.675 -1.998 -0.561
H 2.337 -0.290 3.582
H 3.452 0.744 4.467
H 3.096 -0.878 5.074
H 5.550 -1.187 5.164
*
```

Output
lowest unoccupied orbital energy (alpha / beta): -0.9132 / -0.9887 eV
frontier orbital gap (alpha / beta): 5.31 / 5.32 eV
DFT total energy: -13566.2201 Ha
strongest force on any atom: 0.03809 Eh/bohr

=====

[6]
DFT (ωB97M-V/def2-TZVPD) results for 2 unconnected molecules or ions with the total composition C5H11NO2.

Geometry as ORCA input:
```
! RIJCOSX wB97M-V def2-TZVPD def2/J DEFGRID3
* xyz 0 1
C 1.701 -1.013 1.525
C -0.614 -1.235 1.813
O 0.499 -0.539 2.132
O -1.738 -0.931 2.177
H -0.405 -2.106 1.172
H 2.515 -0.337 1.801
H 1.607 -1.020 0.436
H 1.937 -2.017 1.891
C -0.109 -0.273 -1.989
C -1.441 1.470 -0.614
C -0.129 0.979 -1.158
N 0.981 1.584 -0.887
H 0.804 2.409 -0.299
H -0.344 -1.130 -1.352
H -0.855 -0.200 -2.784
H -1.426 1.408 0.477
H -2.266 0.863 -0.995
H -1.593 2.510 -0.911
H 0.878 -0.420 -2.436
*
```

Output
lowest unoccupied orbital energy: 0.8696 eV
frontier orbital gap: 10.83 eV
structure (SMILES): CC(C)=N.COC=O
DFT total energy: -402.3229 Ha
strongest force on any atom: 0.04580 Eh/bohr

=====

Which value of strongest force on any atom does entry 4 give? 0.00875 Eh/bohr

=====

Among the records above, which one has the lowest strongest force on any atom? C5H10O